82
Properties=species:S:1:pos:R:3 method="wB97M-V/def2-TZVPD" spin_multiplicity=1 max_force_ha_per_bohr=0.010 de_lowest_ev=0.948 total_charge=+1 e_homo_ha=-0.3875
Sr -0.3630 -0.9944 -0.3562
P 0.5447 3.6632 -0.1816
P 0.3697 0.3006 -3.2241
O -0.9647 -3.5466 -0.7710
O 1.4031 0.2820 1.7222
O -4.2086 -1.8774 1.2213
O 0.0914 -5.2873 -0.0887
O -2.6672 -0.7666 -0.0021
O 1.6219 0.8736 3.8656
N 3.1603 -2.6731 0.4777
N -1.1343 -0.5000 2.1441
N 2.9035 -1.3834 0.0155
N 1.0158 -3.2008 -0.0050
N 2.5668 -4.8768 0.6981
N 0.0188 -4.1001 -0.2908
C 0.9462 0.3572 2.8473
C -1.4245 0.2978 -6.8638
C -2.3738 6.5995 -2.2114
C -0.5681 4.8003 -1.0684
C 0.8666 0.9189 -7.2500
C 4.8138 -0.9876 -3.0571
C 2.1497 -0.1284 -3.1159
C -1.1582 0.1645 -5.5096
C 1.1343 0.7937 -5.8963
C -2.6993 5.2555 -2.1126
C -2.2548 -0.4258 4.6775
C 2.2057 4.0732 -0.8462
C 3.8047 -1.8705 -3.4260
C 0.1212 0.4166 -5.0178
C -0.9389 -0.0123 4.4815
C -2.4031 -0.8456 2.3277
C -0.4115 0.6732 -7.7330
C 3.2904 3.7239 -0.0433
C -0.4302 -0.0820 3.1998
C -0.2600 6.1570 -1.1544
C 0.2841 2.0627 -1.1059
C 3.1689 0.7487 -2.7495
C 4.4907 0.3178 -2.7133
C 4.5935 3.9146 -0.4817
C 2.4550 4.6547 -2.0893
C -3.2017 -1.2175 1.0728
C -1.8040 4.3628 -1.5421
C 2.2167 -3.6360 0.3836
C -2.9933 -0.8488 3.5920
C 0.2961 2.0432 -2.6391
C 3.7557 4.8447 -2.5307
C -1.1536 7.0483 -1.7270
C 2.4859 -1.4446 -3.4428
C 4.8275 4.4687 -1.7310
H -2.6905 -0.4003 5.6665
H -2.4184 0.0991 -7.2387
H -0.6678 1.6395 -0.7581
H 5.8404 4.6280 -2.0737
H 3.0056 -0.7142 0.7675
H -0.3313 0.3535 5.2953
H -4.0197 -1.1740 3.6752
H 2.1333 0.9844 -5.5260
H 3.1079 3.3124 0.9431
H -3.0694 7.2952 -2.6589
H -0.6288 2.4763 -3.0293
H -0.8961 8.0964 -1.7917
H 2.9591 1.7783 -2.4984
H 1.7078 -2.1423 -3.7355
H -1.9453 -0.1462 -4.8342
H 1.1194 2.6257 -3.0582
H -3.6525 4.8981 -2.4766
H 3.5243 -5.1066 0.8997
H -0.6158 0.7692 -8.7902
H 2.4758 1.1944 3.5378
H -2.0912 3.3212 -1.4612
H 4.0445 -2.8870 -3.7086
H 5.2649 1.0184 -2.4325
H 5.4236 3.6488 0.1596
H 0.6855 6.5243 -0.7760
H 3.5149 -1.1627 -0.7618
H 1.6282 4.9686 -2.7130
H 3.9335 5.2972 -3.4967
H 1.8736 -5.6046 0.6289
H 5.8454 -1.3122 -3.0489
H 1.6562 1.2072 -7.9291
H 1.0936 1.4364 -0.7025
H 4.0883 -2.9220 0.7845

69
Properties=species:S:1:pos:R:3 method="wB97M-V/def2-TZVPD" spin_multiplicity=1 smiles="O=C1C(c2ccccc2)=CC(=Cc2ccccc2)C=C1c1ccccc1.C1=C(N2CCCC2)CCC1" max_force_ha_per_bohr=0.065 total_charge=0 e_homo_ha=-0.2612
O -2.5660 0.5540 -4.0707
N 2.5068 -1.8977 2.8187
C 1.1772 -1.9567 2.7267
C 1.0125 0.8282 0.1098
C -1.2828 -2.8173 -5.8234
C 1.6322 4.4827 2.2226
C 3.2433 -0.6540 2.7097
C 0.2154 2.5945 1.6849
C -1.2774 -1.6835 -5.0139
C 4.7635 -2.5604 3.1346
C -1.8682 0.5273 -3.0406
C 1.2346 2.0484 0.8552
C 2.6556 3.9457 1.4286
C -3.1226 2.5264 -2.0123
C 2.4800 2.7270 0.7834
C -0.8575 -4.0496 -5.3106
C -4.6485 4.0026 -0.7928
C -0.4033 -4.1210 -3.9862
C -3.5841 3.1009 -0.7995
C 0.4213 3.7920 2.3659
C -0.3836 -2.9787 -3.1839
C 4.7190 -1.0398 2.9039
C -1.0481 1.6597 -1.0127
C -1.1019 -1.3302 2.5129
C -0.8801 -0.5590 -2.7924
C -5.2585 4.3850 -1.9952
C -2.0051 1.5730 -1.9941
C -3.7596 2.9163 -3.2040
C -0.0155 0.6851 -0.8463
C -1.0518 -2.8479 2.8854
C 0.4318 -3.2343 3.0597
C -0.0225 -0.4458 -1.7247
C -0.8497 -1.7334 -3.6731
C 3.3162 -3.0535 3.1640
C 0.3218 -0.9400 2.3770
C -4.8004 3.8420 -3.2021
H 5.1193 -0.4995 3.7645
H -1.6047 -3.0359 3.8112
H -4.9995 4.4045 0.1589
H 3.1437 -3.8800 2.4564
H 0.7365 -1.2120 -1.5560
H -0.0635 -5.0713 -3.5705
H 5.2991 -3.0607 2.3253
H -1.6040 -0.7706 3.3187
H -1.5023 -3.4438 2.0845
H -5.2529 4.1317 -4.1493
H -1.6782 -1.1591 1.5923
H 0.6321 -3.5738 4.0888
H -0.8763 -4.9420 -5.9359
H 3.0464 -3.4334 4.1636
H 3.5966 4.4856 1.3123
H -0.0305 -3.0471 -2.1514
H 5.2536 -2.8019 4.0783
H 5.2922 -0.7557 2.0182
H -1.6409 -0.7425 -5.4148
H 3.0758 -0.1676 1.7375
H 2.9167 0.0728 3.4732
H -1.0572 2.5264 -0.3530
H -0.3751 4.1874 2.9993
H -3.4326 2.4692 -4.1383
H 0.6383 0.0696 2.1449
H -6.0802 5.1001 -1.9880
H 1.7823 5.4298 2.7424
H -1.6252 -2.7294 -6.8547
H 3.2707 2.2864 0.1700
H 0.7055 -4.0648 2.3905
H -0.7273 2.0469 1.7919
H -3.1085 2.8127 0.1438
H 1.8059 0.0799 0.0811

85
Properties=species:S:1:pos:R:3 method="wB97M-V/def2-TZVPD" spin_multiplicity=6 max_force_ha_per_bohr=0.005 de_lowest_ev=0.000 total_charge=-2 s2=8.773 e_homo_ha="-0.0796 / -0.0794"
Sb 1.1871 -4.6384 -1.0065
Ru -0.6976 -0.5352 0.0300
Se -0.8184 -2.8406 -0.7027
Se 1.9950 -3.6361 -3.0706
Se 2.6426 -4.4428 0.9208
Se -0.0550 -6.6933 -1.1780
Cl -3.3719 -7.9348 2.6321
O 0.8037 -2.1210 4.6442
O -3.2171 2.7782 -1.3554
O 1.0621 0.5404 3.6991
N -0.0878 0.9112 1.7041
N -2.0216 1.2736 -0.0420
N -2.0611 -1.2464 1.9849
N -1.8950 -2.0197 4.0079
N 1.6566 -0.5228 0.3739
N -1.0844 0.0919 -2.2432
N -2.9668 -1.1877 4.0342
C -1.1594 1.6886 2.1511
C -0.1778 -5.6088 3.2683
C 4.2580 -0.7750 1.2544
C -3.0225 -0.7416 2.8008
C -0.0582 -2.4479 5.7130
C -2.3672 3.0566 3.7378
C -1.9332 0.7658 -4.7728
C 0.5096 -3.7417 6.3342
C 3.9147 -1.1442 -0.0303
C -1.9850 1.0600 -2.4085
C -1.3791 -2.0517 2.7792
C -0.9515 -6.3820 5.3981
C -0.6010 -0.5567 -3.3032
C -1.4857 -2.7818 5.1719
C 1.3205 -0.7684 7.0304
C -0.0554 -5.6151 4.6538
C -1.9704 -7.0913 4.7827
C 1.9880 -0.1598 1.6195
C -2.4396 1.4273 -3.6665
C -0.9519 -0.1232 6.2947
C -1.1852 -6.3245 2.6295
C -0.6835 -1.7971 8.1035
C -2.4924 1.7911 -1.1740
C -0.9953 -0.2401 -4.5924
C -3.2868 2.6911 1.5458
C -0.0970 -1.2993 6.7769
C -1.2609 2.2840 3.4084
C 2.5905 -1.0281 -0.4246
C 0.9046 0.4799 2.4570
C -2.0792 -7.0439 3.4013
C -2.1873 1.9086 1.1974
C 1.0167 -4.8093 5.3497
C -3.3813 3.2524 2.8140
C 3.2742 -0.2950 2.1064
H -2.4318 3.4992 4.7254
H 1.6407 -5.5004 5.9259
H -4.2484 3.8505 3.0701
H 2.0218 -1.5582 7.3048
H 0.5367 -5.0591 2.6610
H -1.5257 -3.8323 4.8990
H -1.6668 -2.2556 7.9713
H -3.7542 -0.0193 2.4782
H -0.0349 -2.5196 8.6011
H 0.1050 -1.3606 -3.1090
H 1.2856 -0.0492 7.8537
H -0.4659 2.1271 4.1202
H -0.8108 -0.9453 8.7764
H -0.5784 -0.7915 -5.4239
H 1.7150 -0.2547 6.1538
H -1.2530 -6.3432 1.5459
H 5.2763 -0.8905 1.6045
H 4.6295 -1.5843 -0.7110
H -0.5264 -2.6494 2.4978
H 1.3498 -3.4678 6.9735
H -2.2714 1.0285 -5.7684
H -0.8637 -6.4183 6.4794
H -0.2472 -4.1841 6.9904
H -2.0129 -0.3696 6.2507
H 0.7927 -1.1669 4.4242
H -3.1702 2.2203 -3.7334
H 3.4695 -0.0146 3.1319
H -0.8313 0.7156 6.9865
H -2.2460 -2.6086 5.9307
H 2.2694 -1.3910 -1.3946
H -4.0563 2.8574 0.8076
H -0.6448 0.2224 5.3087
H -2.6720 -7.6784 5.3607
H 1.6615 -4.3392 4.6084

85
Properties=species:S:1:pos:R:3 method="wB97M-V/def2-TZVPD" spin_multiplicity=4 max_force_ha_per_bohr=0.012 de_lowest_ev=0.259 total_charge=-1 s2=3.759 e_homo_ha="-0.1653 / -0.1785"
V 0.1774 0.2587 0.8466
S 2.3951 -2.1704 -0.2998
F -3.3185 -1.5937 -3.4152
F -0.3573 0.1027 -1.6557
O -1.8221 0.4534 0.8748
O -5.6505 -3.1175 -3.2423
O 3.5194 -2.8483 0.2813
O -5.4505 -3.0202 1.2920
O 2.6086 -1.2470 -1.3793
O -3.7285 0.7305 2.0139
N 0.1340 -1.0988 2.4994
N -3.8086 -1.8946 0.1409
N -1.5931 -6.1602 -2.1794
N 1.4792 -3.0676 2.4939
N 1.5606 -1.3331 0.8240
N 0.7316 2.0131 -0.0729
N -5.5191 -2.9987 -0.9752
C 3.8282 3.8298 0.8491
C -0.2302 1.3676 -2.1799
C -2.9103 0.0439 1.4281
C 0.2963 -5.5874 -0.7735
C 1.0984 -1.9049 1.9674
C -0.6417 -3.9352 -2.2521
C -3.1079 -1.4856 1.3681
C -5.0700 -2.7147 -2.2576
C -4.9550 -2.6512 0.2454
C -0.0350 -2.6153 4.2991
C 0.5167 3.5915 -1.9746
C 1.1039 3.8981 1.4890
C -3.2858 -1.5460 -1.0842
C 0.3046 -3.0224 -1.8293
C 3.3561 4.7727 1.7441
C -0.4079 -1.4450 3.6544
C 4.2798 2.5137 -1.8704
C -0.6009 2.8979 3.0448
C 0.9046 -3.3981 3.6478
C -1.4314 3.9958 0.9162
C 3.5296 1.8770 -0.7005
C -0.6738 1.5727 -3.4595
C -3.8548 -1.9196 -2.2339
C 4.4186 0.8897 0.0566
C 0.0823 3.8287 -3.2711
C 1.2472 -3.3859 -0.8729
C 1.5908 2.9628 0.5526
C 2.9660 2.9203 0.2463
C -0.3357 3.9685 1.9818
C 0.3654 2.3352 -1.3563
C 1.2474 -4.6717 -0.3534
C -0.6630 -5.2279 -1.7208
C -0.5204 2.8349 -4.0259
C 2.0086 4.7927 2.0602
H -1.8072 -6.8997 -1.5315
H -2.3864 4.2228 1.3969
H -1.5477 3.0398 0.4158
H 3.6607 3.2618 -2.3707
H 1.2124 -4.3485 4.0745
H 4.5497 1.7513 -2.6054
H 0.0520 3.0423 3.9093
H -0.4741 -2.9119 5.2400
H -1.6439 2.9215 3.3692
H -2.1379 -1.9833 1.3883
H -1.1722 -0.7833 4.0491
H -1.3681 -3.6518 -3.0054
H 0.2211 4.8185 -3.6918
H 4.8862 3.7950 0.6089
H -6.3588 -3.5499 -0.9063
H -0.4158 1.8903 2.6667
H -2.4233 -5.7659 -2.5913
H 5.2879 1.3972 0.4868
H -1.1255 0.7459 -3.9942
H 0.3273 -2.0221 -2.2467
H 4.7725 0.0995 -0.6085
H -0.3965 4.9302 2.5030
H -2.3919 -0.9397 -1.0618
H -0.8608 3.0250 -5.0351
H 4.0350 5.4823 2.2035
H 1.6352 5.5198 2.7744
H 5.2040 3.0005 -1.5429
H 0.9810 4.3918 -1.4127
H -3.7205 -1.8262 2.1936
H 0.2984 -6.5946 -0.3700
H 1.9910 -4.9373 0.3857
H -1.2312 4.7647 0.1667
H 2.7006 1.3073 -1.1123
H 3.8686 0.4156 0.8718

95
Properties=species:S:1:pos:R:3 method="wB97M-V/def2-TZVPD" spin_multiplicity=1 max_force_ha_per_bohr=0.016 de_lowest_ev=1.101 total_charge=0 e_homo_ha=-0.2782
Tl 0.7598 -0.1048 0.2360
Se 2.5223 1.7638 -0.3829
Se 2.3148 -2.1654 -0.5866
S -1.5672 1.5808 2.7731
S -0.1860 5.8739 -1.1048
S 0.7016 3.0811 3.3393
S -1.0926 -5.5939 -1.1539
F -3.0056 3.6865 3.3433
F 1.4118 1.7385 5.5488
F 1.8384 3.8630 5.5784
F -3.6990 2.5375 1.6345
F 3.0400 2.5363 4.3660
F -1.9473 3.8115 1.4586
O 2.7296 0.0767 -4.8213
O 1.4390 2.6009 2.2049
O -2.4537 0.6772 3.4554
O -0.7124 -2.0594 1.1023
O -1.0608 1.0940 1.4929
O 5.5346 1.0145 -1.7064
O 0.3551 4.4682 3.4033
N -0.9758 -1.1970 -1.5700
N 3.8082 -0.1820 2.1314
N -0.5118 2.1284 3.7671
N -0.9114 1.5232 -1.2977
N -2.5842 -2.1310 2.3902
N 1.5826 -0.5876 2.6906
N -0.8939 -3.6862 2.6602
C -3.1844 -1.0793 -2.5180
C 3.4994 -0.1592 -2.5449
C -2.6386 -6.8965 -2.7007
C -2.1351 -3.2139 -2.1561
C -2.0414 -0.4753 -1.9761
C 4.8136 -0.2143 -1.7562
C 2.3768 -1.6441 5.1373
C -1.6929 5.1598 -1.5461
C 3.8967 -0.0795 -4.0239
C -1.3576 -2.5961 2.0123
C 2.6326 1.0817 -2.2326
C 0.6925 -0.9625 3.6232
C -2.1295 -4.6844 -2.1874
C -1.0193 -2.5028 -1.6715
C 2.8894 -0.6619 3.0060
C -2.6437 6.1239 -1.7180
C -2.8977 -5.5203 -2.9467
C -2.9558 3.1291 -2.2387
C -3.0624 1.7341 -2.3347
C 3.3110 -1.2256 4.2275
C -3.2176 -2.4789 -2.5751
C -2.6219 3.0077 2.2734
C -0.8369 7.4488 -1.1582
C 0.4218 -4.2482 2.4099
C 1.8096 2.7764 4.8150
C -1.6762 -7.0810 -1.7574
C 1.0222 -1.4947 4.8443
C -0.8413 2.8280 -1.2029
C 2.7015 -1.4669 -2.3883
C -4.2109 1.0821 -2.8990
C -4.2728 -0.2607 -2.9777
C -1.8399 3.7040 -1.6817
C -2.1545 7.4388 -1.4955
C -1.9936 0.9637 -1.8650
H 3.2498 -2.2852 -2.8587
H -3.6055 -5.1655 -3.6853
H -0.2110 8.2969 -0.9276
H 0.3497 -5.2524 1.9900
H 0.2492 -1.7643 5.5505
H -3.1360 -7.7072 -3.2140
H 5.4500 -0.9925 -2.1969
H 4.6022 -0.5047 -0.7307
H 0.9391 -3.6090 1.7002
H 1.6085 0.8997 -2.5522
H 2.9819 1.9415 -2.8022
H -0.1202 -3.0287 -1.3614
H 2.9834 0.1178 -5.7468
H 2.6914 -2.0621 6.0855
H 0.0411 3.2144 -0.6981
H 3.5055 0.4555 1.4028
H 4.4361 -0.9916 -4.2990
H 4.3707 -1.2901 4.4388
H -2.7601 8.3300 -1.5763
H 0.9988 -4.2831 3.3350
H 4.5750 0.7715 -4.1745
H 5.7433 1.3011 -2.6001
H -3.6744 5.9120 -1.9717
H -2.9283 -2.3842 3.3025
H 1.7519 -1.3740 -2.9100
H -5.0292 1.6948 -3.2597
H -5.1410 -0.7490 -3.4044
H -1.2767 -8.0105 -1.3819
H -4.1094 -2.9728 -2.9441
H 4.7429 -0.0391 2.4704
H -2.7701 -1.1655 2.1538
H -0.3482 -0.8134 3.3649
H -1.4710 -4.1157 3.3609
H -3.7686 3.7445 -2.6089